97
Properties=species:S:1:pos:R:3:mulliken_charge:R:1 method="wB97M-V/def2-TZVPD" spin_multiplicity=6 max_force_ev_per_a=0.70 e_tot_ev=-113520.8253 s_squared=8.78 e_homo_ev="-0.85 / -2.53" total_charge=-2
Ir -0.2548 -0.2966 -0.0811 3.807
S 2.1430 -0.5524 -0.7618 -0.614
P 2.9833 1.1906 -0.1649 2.120
C 2.0783 2.5721 0.3180 -2.124
P 0.4074 2.3901 0.8372 1.368
S -0.3686 1.3182 -1.6100 -0.389
C -0.4487 3.9320 0.3472 -0.096
C -1.6073 4.3050 1.0202 -0.039
C -2.3080 5.4416 0.6428 -0.760
C -1.8488 6.2190 -0.4129 -0.550
C -0.6868 5.8549 -1.0814 -0.518
C 0.0111 4.7161 -0.7038 -0.498
C 0.6759 2.7930 2.6431 -0.092
C 1.0658 4.0806 3.0188 -0.498
C 1.3817 4.3723 4.3359 -0.662
C 1.3175 3.3727 5.3028 -0.540
C 0.9311 2.0928 4.9393 -0.867
C 0.6107 1.8032 3.6158 0.548
C 4.1282 0.8678 1.2229 -0.055
C 4.9650 -0.2444 1.1873 -0.645
C 5.8097 -0.5194 2.2494 -0.643
C 5.8113 0.3043 3.3698 -0.388
C 4.9665 1.4015 3.4205 -0.700
C 4.1304 1.6872 2.3470 0.053
C 4.1163 1.7402 -1.4950 0.228
C 5.0613 2.7289 -1.2267 -0.494
C 5.9060 3.1795 -2.2266 -0.633
C 5.8062 2.6501 -3.5100 -0.346
C 4.8647 1.6721 -3.7820 -0.708
C 4.0205 1.2137 -2.7745 -0.410
H -1.9677 3.7040 1.8456 0.364
H -3.2150 5.7123 1.1689 0.406
H -2.3960 7.1040 -0.7156 0.350
H -0.3244 6.4554 -1.9073 0.385
H 0.9190 4.4218 -1.2171 0.385
H 1.1349 4.8587 2.2675 0.418
H 1.6836 5.3766 4.6083 0.388
H 1.5706 3.5952 6.3328 0.355
H 0.8818 1.3029 5.6781 0.452
H 0.3303 0.7945 3.3368 -0.239
H 4.9302 -0.9182 0.3388 0.384
H 6.4503 -1.3917 2.2142 0.383
H 6.4597 0.0762 4.2074 0.364
H 4.9418 2.0342 4.2992 0.412
H 3.4647 2.5411 2.3804 0.342
H 5.1279 3.1506 -0.2307 0.356
H 6.6398 3.9457 -2.0084 0.370
H 6.4622 3.0048 -4.2962 0.351
H 4.7799 1.2555 -4.7776 0.387
H 3.2868 0.4415 -2.9729 0.423
F 0.2592 -2.8289 -1.7784 -0.033
B 0.7488 -3.9538 -2.4997 0.267
F 1.7633 -4.5810 -1.7711 -0.416
F 1.2442 -3.5259 -3.7409 -0.426
F -0.3210 -4.8466 -2.6997 -0.431
C -3.2350 -0.2408 -2.5360 -1.861
C -3.5379 -1.2477 -1.4171 3.234
C -5.0689 -1.2658 -1.2718 -2.065
C -3.1158 -2.6068 -2.0012 -2.375
Si -2.6031 -0.9132 0.2788 -3.623
C -3.5607 0.5027 1.2140 3.572
C -3.8179 1.6713 0.2539 -1.982
C -4.9206 0.1004 1.8053 -1.983
C -2.7284 1.0648 2.3732 -1.901
C -2.7900 -2.5517 1.3112 3.306
C -4.1819 -3.2031 1.2549 -2.169
C -2.5199 -2.3142 2.8066 -2.022
C -1.7762 -3.6071 0.8284 -1.662
H -3.8485 -0.5151 -3.4055 0.587
H -2.1959 -0.2808 -2.8449 0.235
H -3.4646 0.7938 -2.2796 0.266
H -5.4982 -1.6237 -2.2177 0.570
H -5.4802 -0.2707 -1.0946 0.351
H -5.4351 -1.9245 -0.4830 0.261
H -3.5521 -2.6988 -3.0043 0.623
H -3.4743 -3.4591 -1.4241 0.273
H -2.0383 -2.7093 -2.1023 0.343
H -4.5679 1.4307 -0.4998 0.390
H -2.9160 1.9960 -0.2676 0.155
H -4.1969 2.5300 0.8249 0.554
H -5.6158 -0.2931 1.0643 0.295
H -5.3872 0.9906 2.2505 0.585
H -4.8274 -0.6415 2.5996 0.322
H -1.7710 1.4535 2.0305 -0.116
H -2.5102 0.3326 3.1478 0.217
H -3.2834 1.8888 2.8467 0.766
H -4.9761 -2.5403 1.6073 0.297
H -4.1766 -4.0813 1.9150 0.593
H -4.4560 -3.5571 0.2620 0.311
H -3.3321 -1.7722 3.2968 0.379
H -1.5907 -1.7872 3.0027 -0.004
H -2.4393 -3.2914 3.3017 0.580
H -1.9153 -3.9134 -0.2047 0.296
H -1.8827 -4.5009 1.4590 0.561
H -0.7473 -3.2719 0.9179 0.137
S 1.1129 -1.8100 2.6398 -0.312
C 0.3537 -0.8109 1.6694 -0.835